C8H12Cl2Si | the ωB97M-V functional and the def2-TZVPD basis

```
23
Properties=species:S:1:pos:R:3
Si 0.33743 -1.37435 -4.45843
H -1.57405 0.16116 -1.08855
H 2.15956 1.84281 3.12937
H 0.47202 -1.03544 -1.38750
H -1.10314 -0.99480 -4.42132
H -0.76730 1.67790 -0.80189
H 3.31746 0.84163 1.96241
C 0.85291 -0.38424 0.73885
C -1.16186 0.36695 1.04017
C -0.45021 -1.05868 1.13433
H 1.30819 0.60789 -1.09600
H -0.68502 -1.42973 2.18825
C -0.20513 1.14623 1.96840
H -0.53613 2.05576 2.59712
H -2.16660 0.50614 1.34647
Cl 1.58476 -0.08612 -5.33911
C 1.04735 0.72824 1.65911
Cl 0.70234 -3.28268 -4.86087
C -0.84695 0.54188 -0.48135
H -0.87507 -1.56209 0.30551
C 0.55631 -0.11032 -0.73173
H 2.30709 2.34750 1.43911
C 2.27600 1.45451 2.08606
```

* lowest unoccupied orbital energy (alpha / beta): 0.6 / -0.7 eV
* ⟨S²⟩: 2.008
* gap between HOMO and LUMO (alpha / beta): 8.017 / 8.215 eV
* 2S+1: 3


C46H44FIN4O3P2Pt | the ωB97M-V functional and the def2-TZVPD basis

```
102
Properties=species:S:1:pos:R:3
C -2.32564 3.48289 1.08732
H 0.64995 -0.55041 10.20948
O 2.24165 1.69923 1.67172
H 1.91523 4.37078 -1.80784
H -1.26149 -3.73278 10.07575
C 2.35844 0.49294 -1.92838
H 4.62074 -0.05494 6.64339
C -1.58629 8.52309 0.74707
C -2.10757 -3.05176 10.12882
H -4.11257 4.62975 0.89465
H 0.12859 4.44126 -1.88428
C 4.59683 6.69222 2.25092
H 5.50207 6.97195 2.77581
C -2.13608 -2.05044 8.99030
F -2.71468 -0.22988 7.12642
C 1.30102 0.25117 6.44376
H 0.74614 2.90060 -3.60527
C 2.84810 1.93677 2.81702
C 2.30799 5.98757 0.88394
H 3.98769 8.73959 1.96179
H -0.77378 2.18636 -5.38302
H -0.78430 6.24132 -2.30267
C -4.49677 2.53996 1.27337
H -1.65929 4.32259 0.94813
H -3.02128 9.42639 -0.56899
C -0.05432 -1.37896 10.15544
H 1.42136 -0.01898 -2.10487
C -0.29236 6.73522 -0.23022
C -3.69038 3.65025 1.06624
C 3.18675 4.97582 1.35505
Pt 0.30632 2.07935 1.41986
H 0.53776 -2.29768 10.06634
H 4.10504 2.02835 7.92023
N 2.65693 0.42902 6.20025
O 3.93146 2.48150 2.87435
H 5.72449 2.30331 -1.34916
H 3.64651 3.36414 -0.62290
O -0.07104 1.69762 3.41108
C 0.98633 4.26122 -1.23519
H 3.52806 -1.06584 -2.81495
H 3.44549 -0.95880 7.55573
C -0.81765 -1.35806 11.47158
C 2.38332 1.74471 -1.31207
C -0.12522 2.30697 -3.34910
C -1.39863 -0.10773 6.88804
C -0.96980 1.89122 -4.36107
C 3.05394 0.98872 5.06009
C -3.89839 1.31395 1.49868
H 2.96540 3.92585 1.20679
H -2.71045 0.73983 -4.86207
H -3.02384 -3.63806 10.14542
H 5.67736 0.09161 -2.44197
H -1.21507 -0.36723 11.67566
N -1.73060 2.29521 1.29340
P 0.97650 5.59412 -0.08958
C 3.59968 2.39164 -1.09704
C 0.85740 -0.37004 7.62307
C 3.82041 1.05288 8.31409
I -1.65690 -0.65921 1.77670
H -2.86636 -1.78582 11.58146
C 0.37582 0.67851 5.47767
N -0.95528 -1.17392 9.03568
C -0.36785 1.91601 -2.02482
H 4.98471 4.56549 2.39665
C -0.60430 7.57058 0.87676
H -3.05991 -1.47114 9.03423
H -4.49177 0.42575 1.66042
N -2.00416 -2.31366 11.43457
H 4.59846 0.72994 9.00443
C -2.05638 1.07136 -4.06674
H -0.08955 7.44276 1.82050
C 4.75299 0.55150 -2.11908
C -1.97301 7.83990 -1.56064
C -2.28688 0.66215 -2.76356
C -1.44538 1.08467 -1.74228
C 3.68651 0.03849 7.19218
H -1.84038 9.16001 1.58320
H 2.89274 1.17157 8.87389
H -2.50061 7.97634 -2.49468
H 1.58464 -0.72805 8.33185
C -2.51409 1.22064 1.50494
C 2.20512 1.40073 4.05741
H -5.57517 2.62600 1.25958
C -0.99423 0.48423 5.73648
H 4.12113 1.11207 4.92790
C 4.78050 1.79931 -1.50640
C 2.58768 7.36716 1.13250
C 4.32352 5.33927 2.03498
P 0.80879 2.40325 -0.75074
H -3.11528 0.00339 -2.53986
H -1.60900 0.73062 -0.73709
H -1.73248 0.82658 5.02553
H 1.94812 8.14206 0.73343
C -2.25801 8.66445 -0.46975
H -0.17259 -1.65740 12.29408
C 0.81463 1.28324 4.24403
H -1.94919 -2.97908 12.20779
C 3.73617 7.70017 1.80138
C -1.01357 6.86214 -1.44736
C -0.49114 -0.57109 7.87566
H -2.15928 -2.62402 8.06126
C 3.54768 -0.10010 -2.32839
```

* lowest unoccupied orbital energy: -12.4 eV
* net charge: +4
* gap between HOMO and LUMO: 4.330 eV
* 2S+1: 1


CH2F3NS | the ωB97M-V functional and the def2-TZVPD basis

```
8
Properties=species:S:1:pos:R:3
S 0.29276 -0.15475 -0.03261
N 1.12978 1.06971 -0.13043
F 2.51655 1.23035 0.12798
H -1.76787 0.52426 0.86660
H -2.12645 -0.34616 -0.77064
F 0.93373 -1.22536 1.22092
F 0.56014 -1.35181 -1.18054
C -1.53864 0.25376 -0.10129
```

* lowest unoccupied orbital energy (alpha / beta): -0.9 / -0.9 eV
* relative energy (zero: lowest compared OMol25 entry of this formula, charge and spin): 703.53 kJ/mol
* gap between HOMO and LUMO (alpha / beta): 8.706 / 8.704 eV
* SMILES: C=S(F)(F)=NF
* 2S+1: 1


C10H10BeF3NO2 | the ωB97M-V functional and the def2-TZVPD basis

```
27
Properties=species:S:1:pos:R:3
C -2.97777 2.02332 2.20824
H -0.06037 -2.32639 0.92929
H 1.16724 2.47349 -1.66809
C -0.52401 1.05838 -2.06262
F -3.18117 2.18378 3.53570
H 1.40838 0.76887 2.33427
F -2.94590 3.23973 1.59050
H 3.34670 -2.05130 1.53715
C 0.80764 -0.82549 -2.17098
C -0.53764 -0.35430 -2.27913
O -1.46613 1.10816 0.64917
C 1.81478 0.29062 1.44325
C 1.48050 -1.07512 1.15383
N 0.15909 -1.34091 0.83238
C 0.82479 1.46032 -1.85254
C 1.64464 0.29549 -1.89447
F -4.00221 1.29181 1.67111
H 2.55808 0.76456 0.81498
H 2.71217 0.25907 -1.70345
Be -0.73472 -0.13598 0.34726
H -1.38292 1.72080 -2.13507
C -1.66446 1.22432 1.95748
H 1.12954 -1.86119 -2.25072
C 2.34144 -2.17166 1.15556
O -1.01639 0.74120 2.86963
H -1.40537 -0.95516 -2.55169
H 2.01498 -3.10808 0.69595
```

* lowest unoccupied orbital energy: 5.3 eV
* net charge: -2
* relative energy (zero: lowest compared OMol25 entry of this formula, charge and spin): 0.00 kJ/mol
* gap between HOMO and LUMO: 3.326 eV
* 2S+1: 1


Listing electronic energy for the structures above in their given order: -1521.78052, -3422.36651, -791.56324, -906.59032 a.u..
Listing max |F| for the structures above in their given order: 5.136, 0.603, 5.209, 3.460 eV Å⁻¹.